ORCA calculation (the ωB97M-V functional and the def2-TZVPD basis) on 3 unconnected molecules or ions with the total composition C12H29BBr2N3O5PS.

Output
- HOMO energy: -0.34010 Eh
- Calculated total energy: -188509.0809 eV
- Total charge: 0
- F_max: 0.0469 Eh/bohr

Cartesian coordinates (Å):
C: -4.667 -0.019 2.020
C: -3.485 -0.530 1.141
Br: -4.144 -0.409 -0.737
C: -2.291 0.476 1.219
Br: -1.125 0.154 2.776
B: -1.477 0.641 -0.144
N: -0.688 -0.388 -0.846
C: -0.628 -1.472 -0.299
S: -0.176 -2.768 0.485
P: -1.548 2.394 -0.979
O: -2.939 2.875 -0.844
O: -0.463 3.349 -0.187
O: -1.126 2.201 -2.545
H: -5.633 -0.402 1.658
H: -4.433 -0.307 3.062
H: -4.735 1.085 1.995
H: -3.190 -1.556 1.403
H: -2.763 1.456 1.424
H: -0.600 3.197 0.769
H: -0.156 2.093 -2.564
C: 0.006 3.351 4.405
O: 0.446 3.392 3.053
C: 1.202 4.546 2.708
C: 2.687 4.477 3.100
C: 2.939 4.703 4.587
N: 3.294 3.200 2.705
H: -0.236 4.346 4.786
H: 0.756 2.874 5.038
H: -0.895 2.738 4.442
H: 1.146 4.614 1.617
H: 0.724 5.452 3.102
H: 3.201 5.277 2.559
H: 2.686 3.831 5.190
H: 3.995 4.915 4.762
H: 2.364 5.555 4.958
H: 3.215 3.097 1.696
H: 2.703 2.456 3.071
C: 2.003 -6.379 -3.473
O: 1.727 -5.152 -2.821
C: 1.743 -4.013 -3.665
C: 0.445 -3.784 -4.458
C: 0.284 -4.718 -5.653
N: -0.741 -3.900 -3.603
H: 2.730 -6.258 -4.281
H: 1.084 -6.827 -3.856
H: 2.420 -7.064 -2.733
H: 1.881 -3.159 -2.994
H: 2.618 -4.035 -4.326
H: 0.481 -2.762 -4.849
H: -0.012 -5.725 -5.358
H: -0.490 -4.342 -6.323
H: 1.213 -4.787 -6.224
H: -0.678 -3.206 -2.862
H: -0.672 -4.787 -3.107

Forces on atoms 1 to 2 (eV/Å):
C 0.6 -0.1 0.0
C -0.4 1.3 0.5